{"formula": "C54H110N19O13P5", "method": "ωB97M-V/def2-TZVPD", "elements": ["C", "N", "C", "P", "O", "N", "C", "C", "N", "C", "C", "H", "H", "H", "H", "H", "H", "H", "H", "H", "H", "H", "H", "H", "H", "H", "H", "H", "H", "C", "N", "C", "P", "O", "N", "C", "C", "N", "C", "C", "H", "H", "H", "H", "H", "H", "H", "H", "H", "H", "H", "H", "H", "H", "H", "H", "H", "H", "C", "N", "C", "P", "O", "N", "C", "C", "N", "C", "C", "H", "H", "H", "H", "H", "H", "H", "H", "H", "H", "H", "H", "H", "H", "H", "H", "H", "H", "C", "N", "C", "P", "O", "N", "C", "C", "N", "C", "C", "H", "H", "H", "H", "H", "H", "H", "H", "H", "H", "H", "H", "H", "H", "H", "H", "H", "H", "C", "N", "C", "P", "O", "N", "C", "C", "N", "C", "C", "H", "H", "H", "H", "H", "H", "H", "H", "H", "H", "H", "H", "H", "H", "H", "H", "H", "H", "O", "N", "O", "C", "C", "C", "C", "C", "C", "H", "H", "H", "H", "H", "O", "N", "O", "C", "C", "C", "C", "C", "C", "H", "H", "H", "H", "H", "O", "N", "O", "C", "C", "C", "C", "C", "C", "H", "H", "H", "H", "H", "O", "N", "O", "C", "C", "C", "C", "C", "C", "H", "H", "H", "H", "H"], "coordinates": [[-0.4076, -0.6306, -6.7295], [-1.3041, -0.3613, -5.6454], [-1.1492, 0.9945, -5.0450], [-1.7202, -1.7036, -4.6560], [-0.7417, -2.0266, -3.6095], [-3.2919, -1.3600, -3.9490], [-3.4546, -1.6268, -2.5756], [-4.5420, -0.9084, -4.7395], [-2.2148, -2.9611, -5.8093], [-3.1101, -2.6169, -6.9183], [-1.6030, -4.3147, -5.9014], [-0.0150, 0.2706, -7.2005], [-0.7650, -1.3953, -7.4191], [0.4053, -1.1754, -6.2495], [-2.0316, 1.1335, -4.4202], [-1.2026, 1.7311, -5.8466], [-0.3067, 1.2140, -4.3892], [-4.3388, -2.2075, -2.3126], [-2.4863, -2.0216, -2.2681], [-3.5669, -0.6838, -2.0405], [-5.4242, -0.6534, -4.1524], [-4.2562, -0.0087, -5.2844], [-4.8187, -1.7476, -5.3777], [-3.9497, -3.2948, -6.7649], [-3.5736, -1.6305, -6.9050], [-2.5591, -2.8982, -7.8158], [-1.0911, -4.5704, -6.8291], [-2.3657, -5.0757, -5.7363], [-0.8785, -4.4133, -5.0930], [10.8377, 1.0542, -0.0468], [9.5506, 1.7378, 0.1642], [9.4675, 2.5961, 1.3878], [8.2650, 1.7201, -0.9493], [8.1791, 0.4796, -1.7501], [6.7878, 1.9029, -0.0529], [6.3631, 0.8461, 0.8416], [5.6038, 2.5859, -0.6447], [8.3721, 3.2852, -1.6979], [8.6710, 4.5769, -0.9527], [8.7833, 3.2698, -3.1561], [11.5498, 1.7942, 0.3182], [10.9551, 0.7134, -1.0755], [10.9313, 0.2195, 0.6479], [10.3885, 3.1768, 1.4406], [9.2077, 2.0536, 2.2968], [8.7131, 3.3813, 1.3385], [7.1437, 0.8375, 1.6024], [5.4112, 1.0508, 1.3314], [6.1403, -0.1517, 0.4637], [5.2222, 1.9402, -1.4357], [4.8104, 2.9408, 0.0131], [5.9431, 3.5036, -1.1252], [9.7418, 4.6081, -0.7517], [8.4405, 5.4067, -1.6207], [8.0388, 4.7897, -0.0906], [9.3751, 4.1667, -3.3389], [7.9777, 3.1304, -3.8769], [9.5367, 2.4998, -3.3225], [0.5089, -5.4332, 3.6716], [1.4183, -5.6393, 2.5902], [2.8499, -6.0081, 2.9819], [0.7840, -5.9198, 0.9714], [-0.6128, -6.3926, 0.9173], [1.1772, -4.5713, -0.0697], [0.1508, -4.2534, -1.0722], [1.9368, -3.4381, 0.4856], [2.0051, -7.0076, 0.3179], [3.3593, -6.5630, -0.0117], [1.6713, -8.2171, -0.5155], [-0.2330, -6.2317, 3.6627], [-0.1562, -4.5868, 3.4999], [0.9929, -5.2095, 4.6223], [3.4858, -5.2000, 2.6204], [3.1486, -7.0078, 2.6665], [2.7190, -5.9195, 4.0604], [-0.8300, -3.8124, -0.8939], [0.6859, -3.5583, -1.7192], [0.0671, -5.0710, -1.7882], [1.2724, -2.8231, 1.0925], [2.8361, -3.9257, 0.8618], [2.3255, -2.7985, -0.3068], [3.4260, -6.1961, -1.0359], [3.7038, -5.7493, 0.6265], [4.0020, -7.4393, 0.0724], [1.0549, -8.8477, 0.1252], [2.5552, -8.6369, -0.9956], [0.9241, -7.9213, -1.2519], [-4.6370, 1.3933, -1.1077], [-4.9788, 2.6882, -1.7533], [-4.1222, 3.8710, -1.4160], [-6.6312, 2.7854, -2.1841], [-7.1265, 1.4257, -2.7015], [-7.3950, 3.5883, -0.8890], [-7.6997, 2.9581, 0.4125], [-7.3381, 5.1295, -0.7950], [-6.7814, 3.9465, -3.4860], [-8.1102, 4.0121, -4.1499], [-5.6919, 3.9410, -4.5558], [-4.8195, 0.6095, -1.8429], [-5.3995, 1.2252, -0.3471], [-3.7729, 1.4574, -0.4464], [-4.0012, 4.0161, -0.3425], [-4.7221, 4.7137, -1.7599], [-3.2000, 3.6632, -1.9586], [-8.0748, 3.6696, 1.1482], [-8.4963, 2.2291, 0.2634], [-6.7943, 2.4770, 0.7825], [-6.7127, 5.6668, -1.5079], [-8.2188, 5.6881, -0.4779], [-6.7247, 5.2587, 0.0967], [-8.0948, 4.4314, -5.1558], [-8.4291, 2.9849, -4.3265], [-8.7262, 4.6488, -3.5148], [-4.9963, 3.1220, -4.3733], [-5.3908, 4.9885, -4.5680], [-6.0483, 3.6993, -5.5572], [-6.2185, -2.7466, 7.0991], [-5.9498, -1.4007, 6.4783], [-6.8073, -0.2894, 7.0865], [-5.2060, -1.3778, 4.9455], [-4.2928, -2.4694, 4.6960], [-6.4227, -0.9303, 3.8594], [-6.3853, -1.6017, 2.5356], [-7.2986, 0.3189, 3.8193], [-4.2567, 0.0483, 5.0850], [-3.7535, 0.8065, 3.9545], [-3.6241, 0.4103, 6.4015], [-6.9975, -3.1692, 6.4645], [-6.6190, -2.5422, 8.0920], [-5.2841, -3.2990, 7.0000], [-7.8426, -0.5309, 6.8458], [-6.5758, 0.6865, 6.6598], [-6.4931, -0.3598, 8.1278], [-6.4377, -2.6904, 2.5464], [-7.2506, -1.1639, 2.0379], [-5.6066, -1.3134, 1.8295], [-8.3108, 0.0797, 4.1453], [-6.8675, 0.9981, 4.5548], [-7.3889, 0.7806, 2.8361], [-4.0612, 0.2800, 3.0510], [-4.2469, 1.7769, 3.9008], [-2.6677, 0.8971, 3.9856], [-4.4014, 0.8345, 7.0371], [-2.9377, 1.2385, 6.2253], [-3.2371, -0.5101, 6.8388], [3.1996, 8.4775, 1.7338], [2.7664, 7.4136, 2.1058], [1.5573, 7.3186, 2.3875], [3.7025, 6.2655, 2.2637], [5.0339, 6.5121, 2.4770], [5.9080, 5.4996, 2.5692], [5.4761, 4.2035, 2.8143], [4.0565, 3.9770, 2.6992], [3.1659, 5.0083, 2.3585], [5.4066, 7.5249, 2.4354], [6.9507, 5.7806, 2.5830], [6.2390, 3.4833, 3.0705], [3.6892, 2.9810, 2.8979], [2.0904, 4.9405, 2.4291], [3.3271, -0.8196, 4.1322], [2.3016, -0.5180, 3.5443], [2.3056, 0.0275, 2.4027], [1.0141, -0.8484, 4.1783], [0.9939, -1.3091, 5.5029], [-0.1703, -1.9689, 5.9861], [-1.2732, -1.9468, 5.0898], [-1.2479, -1.4398, 3.8242], [-0.0279, -0.9827, 3.3156], [1.9501, -1.3179, 6.0048], [-0.1644, -2.3682, 6.9896], [-2.1551, -2.4895, 5.3965], [-2.1321, -1.3775, 3.2072], [-0.0081, -0.6649, 2.2836], [3.1693, 0.6018, -5.3339], [4.2725, 0.3109, -4.9193], [5.2677, 0.9169, -5.2574], [4.3472, -0.9083, -4.0441], [3.2438, -1.7902, -3.9140], [3.3327, -2.7178, -2.8800], [4.4784, -2.9259, -2.1890], [5.6076, -2.1028, -2.4660], [5.4766, -0.9995, -3.2346], [2.4056, -1.7665, -4.5946], [2.4773, -3.3024, -2.5752], [4.5131, -3.6724, -1.4093], [6.5136, -2.1938, -1.8853], [6.2247, -0.2213, -3.2019], [0.5205, 4.1969, 0.4200], [-0.2428, 3.2961, 0.7806], [-1.2784, 3.4280, 1.4305], [-0.0618, 1.8994, 0.2861], [1.1056, 1.5481, -0.3942], [1.2417, 0.2726, -0.9763], [0.2375, -0.6681, -0.7883], [-0.9160, -0.3294, -0.0325], [-1.0493, 0.9484, 0.5117], [1.9632, 2.2045, -0.3915], [1.9935, 0.1009, -1.7324], [0.4546, -1.5955, -1.2974], [-1.7127, -1.0331, 0.1582], [-1.8387, 1.2947, 1.1623]], "lowdin_charge": [-0.13, -0.31, -0.09, 0.66, -0.29, -0.28, -0.16, -0.05, -0.30, -0.14, -0.10, 0.09, 0.06, 0.06, 0.06, 0.08, 0.08, 0.09, 0.05, 0.04, 0.07, 0.07, 0.05, 0.08, 0.06, 0.08, 0.07, 0.08, 0.07, -0.09, -0.30, -0.12, 0.60, -0.29, -0.29, -0.13, -0.10, -0.29, -0.10, -0.09, 0.07, 0.08, 0.08, 0.08, 0.07, 0.04, 0.07, 0.07, 0.07, 0.07, 0.06, 0.06, 0.08, 0.08, 0.06, 0.07, 0.08, 0.06, -0.15, -0.29, -0.07, 0.66, -0.28, -0.29, -0.13, -0.10, -0.31, -0.16, -0.09, 0.08, 0.07, 0.08, 0.06, 0.07, 0.07, 0.08, 0.03, 0.08, 0.08, 0.06, 0.05, 0.07, 0.04, 0.08, 0.07, 0.08, 0.06, -0.10, -0.31, -0.07, 0.62, -0.34, -0.28, -0.11, -0.10, -0.31, -0.12, -0.09, 0.05, 0.05, 0.07, 0.08, 0.05, 0.08, 0.08, 0.08, 0.06, 0.06, 0.07, 0.06, 0.07, 0.07, 0.07, 0.06, 0.08, 0.07, -0.08, -0.32, -0.08, 0.52, -0.26, -0.27, -0.12, -0.07, -0.30, -0.14, -0.08, 0.07, 0.07, 0.07, 0.08, 0.05, 0.08, 0.08, 0.07, 0.06, 0.08, 0.06, 0.06, 0.06, 0.08, 0.07, 0.05, 0.08, 0.07, 0.08, -0.33, 0.06, -0.14, -0.03, -0.10, -0.04, -0.04, 0.00, 0.12, 0.11, 0.10, 0.09, 0.11, 0.07, -0.31, 0.02, -0.16, 0.01, -0.02, -0.09, -0.07, -0.01, 0.11, 0.10, 0.08, 0.10, 0.09, 0.05, -0.35, 0.07, -0.11, 0.02, -0.10, -0.06, -0.05, -0.03, 0.11, 0.09, 0.10, 0.11, 0.10, 0.07, -0.31, 0.05, -0.14, 0.01, -0.04, -0.06, -0.06, -0.04, 0.11, 0.10, 0.06, 0.11, 0.10], "smiles": "CN(C)P(=O)(N(C)C)N(C)C.CN(C)P(=O)(N(C)C)N(C)C.CN(C)P(=O)(N(C)C)N(C)C.CN(C)P(=O)(N(C)C)N(C)C.CN(C)P(=O)(N(C)C)N(C)C.O=[N+]([O-])c1ccccc1.O=[N+]([O-])c1ccccc1.O=[N+]([O-])c1ccccc1.O=[N+]([O-])c1ccccc1", "energy_ha": -5848.41469, "e_homo_ev": -8.0, "lumo_energy_ev": -0.575, "de_lowest_kcal_mol": 192.08, "gap_ev": 7.452}